# C6H18O5Si2

A single C6H18O5Si2 molecule (ωB97M-V with the def2-TZVPD basis set, the OMol25 dataset).

The relative energy (zero: lowest compared OMol25 entry of this formula, charge and spin) comes out at 0.0000 eV. As for the spin multiplicity: 1. As for the charge: 0.

```
31
Properties=species:S:1:pos:R:3:mulliken_charge:R:1
Si -0.18059 -1.10426 0.08336 0.898
Si -0.35546 1.32657 -0.36160 0.706
O -0.89230 1.64826 1.20509 -0.296
O -0.58949 -0.13321 -1.19487 -0.329
O 0.72154 -2.29054 -0.60740 -0.457
O -1.49014 -1.89976 0.76748 -0.510
O 1.13343 1.89916 -0.82209 -0.281
C -0.50891 2.76817 1.92155 -0.647
C 0.54335 -2.44530 -1.95005 -0.632
C 0.84526 -0.76739 1.65847 -1.115
C -1.23493 2.47496 -1.44541 -1.150
C -1.37005 -2.96061 1.62934 -0.741
C 1.96727 1.09334 -1.52298 -0.475
H 0.51450 2.62774 2.28670 0.244
H -1.25489 2.89176 2.73702 0.232
H -2.04842 -2.78212 2.50873 0.205
H 1.53547 -1.61545 1.90554 0.379
H -2.19292 2.00651 -1.75141 0.294
H -0.57803 3.62149 1.23276 0.264
H 1.43876 0.19685 1.62364 0.326
H 2.92291 1.63787 -1.66841 0.269
H -0.51350 -2.49209 -2.22476 0.285
H 2.07480 0.15597 -0.98195 0.201
H -0.32889 -3.16216 1.73603 0.392
H 1.16979 -3.29649 -2.19917 0.267
H -0.66851 2.49361 -2.33409 0.309
H -1.37135 3.44909 -0.98418 0.279
H 0.13336 -0.82088 2.47098 0.407
H 1.46751 0.86249 -2.47046 0.252
H -1.81239 -3.85731 1.23223 0.253
H 0.92280 -1.52625 -2.48010 0.170
```

# C6H18OSi2

A 2-piece molecular cluster, C6H18OSi2 overall (ωB97M-V with the def2-TZVPD basis set, the OMol25 dataset).

The relative energy (zero: lowest compared OMol25 entry of this formula, charge and spin) comes out at 4.3640 eV. As for the spin multiplicity: 1. As for the charge: 0.

```
27
Properties=species:S:1:pos:R:3:mulliken_charge:R:1
Si 0.53949 -0.05100 -0.40174 -0.033
Si -2.52046 -0.76724 -0.10071 0.354
O -3.36560 0.42026 -0.71440 -0.387
C 1.01274 -1.79050 -0.89317 -0.616
C -0.36058 0.62301 2.31434 -1.314
C 1.42727 1.40251 -1.33506 -0.673
C 0.94553 0.61457 1.46761 -0.534
C 0.60338 2.61917 -1.39230 -1.111
C 0.61912 -2.97338 -0.01531 -1.009
H -0.15605 1.21625 3.26173 0.356
H 2.33062 1.55121 -0.87665 0.480
H -3.08968 -2.04196 -0.59488 -0.151
H 1.23050 -3.84058 -0.30901 0.324
H 0.93590 3.39120 -2.01184 0.397
H -0.42466 -3.09018 -0.02168 0.245
H 2.04236 -1.77148 -1.11278 0.521
H -1.20791 1.03356 1.85730 0.370
H -0.52347 2.49082 -1.56163 0.207
H -0.52614 -0.39899 2.69679 0.279
H 0.56943 3.05662 -0.41565 0.283
H 1.78339 0.93662 -2.27972 0.415
H 0.81929 -2.61940 1.02613 0.253
H 1.22862 1.67333 1.42474 0.356
H -2.50507 -0.69272 1.47240 -0.098
H 0.53973 -1.89082 -1.91060 0.315
H -3.76876 0.83027 -1.46293 0.344
H 1.82101 0.06883 1.88903 0.426
```

# C6H19AgNaO9P2

C6H19AgNaO9P2 as an isolated structure (ωB97M-V with the def2-TZVPD basis set, the OMol25 dataset).

The relative energy (zero: lowest compared OMol25 entry of this formula, charge and spin) comes out at 0.0000 eV. As for the spin multiplicity: 2. As for the charge: +2. As for the expectation value of S²: 0.75.

```
38
Properties=species:S:1:pos:R:3:mulliken_charge:R:1
Ag 23.83023 26.26823 3.17967 0.995
P 24.98744 18.50109 6.77322 0.839
P 17.80773 19.64036 8.66649 1.058
Na 27.34129 23.70101 6.93407 0.981
O 24.05193 23.91066 5.74397 -0.357
O 23.70843 18.63070 7.76480 -0.078
O 17.92579 20.73563 7.43483 -0.345
O 24.39059 18.04357 5.37629 -0.245
O 25.73401 17.16404 7.29601 -0.393
O 16.46229 19.11205 8.96815 -0.684
O 25.93444 19.69218 6.74464 -0.714
O 18.39757 20.47108 9.83953 -0.262
O 18.97333 18.53285 8.26649 -0.255
C 18.59739 17.38162 7.44967 -0.829
C 17.73787 20.59669 11.11522 -0.692
C 24.93579 16.13008 7.77301 -0.665
C 23.79851 19.52341 8.90353 -0.549
C 19.10838 21.08226 6.76993 -0.612
C 24.10872 18.92493 4.30951 -0.612
H 23.68858 23.21600 6.32703 0.371
H 17.53222 17.29264 7.23613 0.353
H 23.85319 16.24428 7.71789 0.292
H 19.40343 22.00718 7.26548 0.250
H 19.07031 17.43428 6.46902 0.303
H 25.25953 15.73330 8.73522 0.287
H 18.84714 21.41755 5.76622 0.275
H 18.49414 20.36072 11.86387 0.254
H 23.36490 18.66161 3.55751 0.274
H 25.13529 18.91217 3.94332 0.327
H 19.88845 20.32583 6.68397 0.263
H 17.45517 21.63690 11.27693 0.267
H 24.70674 19.24494 9.43802 0.341
H 23.95686 19.95421 4.63450 0.198
H 16.74787 20.16630 11.26616 0.339
H 18.62658 16.41261 7.94793 0.318
H 25.37338 15.28631 7.23946 0.312
H 23.01140 19.34390 9.63587 0.267
H 23.59592 20.50346 8.47161 0.125
```

# C6H19BrN5O3Y

C6H19BrN5O3Y as an isolated structure (ωB97M-V with the def2-TZVPD basis set, the OMol25 dataset).

The relative energy (zero: lowest compared OMol25 entry of this formula, charge and spin) comes out at 17.8758 eV. As for the spin multiplicity: 1. As for the charge: +2.

```
35
Properties=species:S:1:pos:R:3:mulliken_charge:R:1
Y 2.67303 -2.20818 -1.49734 1.783
Br 1.11815 -1.13516 -0.46848 -0.484
O 2.73615 -1.14489 2.79419 -0.567
O -1.95190 -1.66399 2.59777 -0.678
O -1.78531 1.22458 -0.35895 -0.327
N 3.27673 1.05608 2.71017 -0.424
N -0.01643 -0.55245 -3.08263 -0.471
N 0.10529 -1.37745 1.93179 -0.152
N -1.51541 -1.60401 0.48584 -0.411
N 2.04681 0.14786 1.08074 -0.555
C -0.45767 0.56567 -2.20949 0.414
C -0.63388 1.84791 -2.99376 -1.693
C -2.28596 0.86352 0.92068 -0.286
C -1.72382 0.25311 -1.33442 0.193
C -1.08933 -1.50560 1.71191 0.007
C 2.76575 -0.10296 2.21559 0.543
H 0.51797 -1.04407 1.07234 0.217
H 3.48438 1.91505 2.22114 0.189
H 1.70647 -0.66959 0.59489 0.787
H -0.91149 2.63307 -2.29050 0.348
H -2.52172 -1.68555 0.51362 0.334
H 0.15115 -1.26631 -2.38807 0.214
H 3.71871 0.96911 3.61416 0.257
H -1.54502 0.20550 1.37469 -0.043
H -0.96198 -1.36963 -0.32588 0.036
H -3.30149 0.47562 1.00030 0.343
H -2.24473 1.65337 1.67070 0.316
H 0.49730 -1.25027 2.85388 0.195
H -1.37045 1.75481 -3.79181 0.390
H -1.49571 -0.75758 -0.99594 0.053
H 0.44450 0.65051 -1.60369 -0.017
H 0.20584 2.28909 -3.53072 0.422
H -2.71653 0.15306 -1.77331 0.522
H 0.91243 -0.40841 -3.45220 0.322
H 2.16811 1.08818 0.73263 0.221
```

# C6H19N2O

A 2-piece molecular cluster, C6H19N2O overall (ωB97M-V with the def2-TZVPD basis set, the OMol25 dataset).

The relative energy (zero: lowest compared OMol25 entry of this formula, charge and spin) comes out at 2.5871 eV. As for the spin multiplicity: 1. As for the charge: +1.

```
28
Properties=species:S:1:pos:R:3:mulliken_charge:R:1
O -1.94245 2.58875 0.55791 -0.707
N 0.52880 0.44540 0.78441 -0.202
N 0.30534 -1.56527 -1.02054 -0.223
C 1.46346 1.00206 1.80112 -0.877
C -1.41154 -0.12782 2.01903 -1.158
C 0.33680 -1.09948 -2.37608 -0.468
C -0.40752 -0.80703 1.16138 0.184
C 1.68160 -0.24586 -2.67743 -1.175
C -0.89382 -1.30926 -0.22290 -0.659
H -2.60106 2.08187 0.01182 0.341
H 0.77568 -2.49351 -0.81992 0.220
H 1.58355 2.01960 1.47536 0.372
H 2.43656 0.55079 1.99597 0.342
H -2.39950 -0.59725 2.27633 0.383
H -1.89225 3.48216 0.02993 0.322
H -0.93145 -0.11517 3.08697 0.330
H 1.02577 -0.00157 -0.07354 0.301
H -0.45554 -0.43978 -2.53108 0.298
H -0.09695 1.18645 0.40658 0.456
H -1.74483 1.00630 1.83329 0.256
H -1.60054 -0.64198 -0.76985 0.252
H 1.06347 1.12807 2.83652 0.333
H 0.30810 -1.53567 1.65713 0.370
H 0.24506 -1.93226 -3.25434 0.289
H 2.06127 0.49420 -1.99451 0.378
H 2.45241 -1.08451 -2.71724 0.262
H -1.54595 -2.26681 0.06073 0.345
H 1.65554 0.27759 -3.53705 0.435
```

# C6H19N2S4SbSeSiW

C6H19N2S4SbSeSiW as an isolated structure (ωB97M-V with the def2-TZVPD basis set, the OMol25 dataset).

The relative energy (zero: lowest compared OMol25 entry of this formula, charge and spin) comes out at 1.9750 eV. As for the spin multiplicity: 3. As for the charge: 0. As for the expectation value of S²: 2.03.

```
35
Properties=species:S:1:pos:R:3:mulliken_charge:R:1
W -0.48210 0.39028 0.55921 1.045
Sb 2.42954 0.42106 1.06573 0.551
Se -2.73520 1.56249 0.52819 -0.487
S 3.81092 -0.56233 2.55052 -0.484
S 1.30645 -1.14035 -0.31411 -0.553
S 0.69797 2.24401 -0.11686 -0.476
S -0.05359 0.15353 2.67614 -0.381
Si -2.41466 3.63988 1.48912 0.425
N -1.08223 0.19050 -1.74982 -0.464
N -1.66914 -1.59053 0.56422 -0.623
C -2.83734 -1.90337 -0.28644 -0.673
C -2.30065 -0.44165 -2.28817 -0.669
C -4.11240 4.06865 2.14941 -1.065
C -2.49028 -1.85473 -1.76494 -0.499
C -1.17523 3.60168 2.87847 -0.900
C -1.93157 4.86526 0.16519 -0.888
H -0.96321 4.62718 -0.27379 0.265
H -1.94754 -1.63909 1.54066 0.387
H -0.95014 -2.30270 0.44323 0.314
H -4.86636 4.03521 1.36155 0.293
H -1.44474 2.85874 3.63033 0.268
H -3.14712 0.17639 -1.98659 0.305
H -3.21603 -2.89428 -0.02621 0.409
H -2.67867 4.89226 -0.62985 0.279
H -4.41312 3.37890 2.93918 0.268
H -0.17066 3.38192 2.51934 0.268
H -1.08487 1.17792 -1.99151 0.366
H -1.59900 -2.46034 -1.96339 0.290
H -3.30756 -2.31743 -2.32124 0.359
H -2.26475 -0.44733 -3.38006 0.397
H -1.87288 5.86427 0.60836 0.320
H -0.25164 -0.20939 -2.18023 0.341
H -1.16233 4.58544 3.35810 0.357
H -3.61569 -1.17446 -0.05773 0.312
H -4.10307 5.08041 2.56461 0.340
```

# C6H19N5O3Rb

C6H19N5O3Rb as an isolated structure (ωB97M-V with the def2-TZVPD basis set, the OMol25 dataset).

The relative energy (zero: lowest compared OMol25 entry of this formula, charge and spin) comes out at 0.1283 eV. As for the spin multiplicity: 1. As for the charge: +1.

```
34
Properties=species:S:1:pos:R:3:mulliken_charge:R:1
Rb -0.48044 -1.53101 1.38882 0.912
O 1.20528 0.28875 2.58897 -0.669
O -2.67421 -1.37164 -0.50179 -0.535
O 1.42828 -1.63236 -1.16360 -0.208
N -4.85385 -1.36140 0.15060 -0.366
N 1.45158 1.32513 4.60849 -0.453
N 0.74426 1.28550 -0.28560 -0.483
N -0.51132 1.53202 3.39534 -0.340
N -4.27199 -1.65300 -2.07552 -0.396
C 2.31195 -0.52370 -1.06569 -0.947
C 1.06191 -1.97181 -2.47305 -0.833
C -3.86913 -1.44169 -0.79123 0.536
C 2.80873 1.86447 -1.53077 -1.557
C 0.73738 0.98026 3.49572 0.614
C 1.69125 0.83353 -1.34718 0.747
H -0.92881 2.03031 4.16064 0.172
H -0.97525 1.52489 2.50528 0.229
H 2.20936 0.72193 4.87952 0.264
H -4.55744 -1.16921 1.08711 0.183
H 2.78303 -0.55684 -0.08102 0.360
H 3.30385 2.07186 -0.58272 0.353
H 0.26595 -1.32393 -2.85340 0.284
H 1.12776 0.76326 -2.28017 0.139
H 0.84913 2.29351 -0.25927 0.276
H 0.75432 -3.01477 -2.50777 0.281
H 1.90776 -1.89210 -3.17304 0.351
H 2.39913 2.78214 -1.95529 0.412
H 3.56088 1.52093 -2.24640 0.413
H 3.10793 -0.67469 -1.80879 0.366
H 0.97025 1.81128 5.34641 0.185
H -5.82940 -1.36470 -0.08378 0.170
H 1.03708 0.94353 0.62452 0.107
H -3.55527 -1.62034 -2.77831 0.227
H -5.20991 -1.47010 -2.38704 0.204
```